Density functional theory data (ωB97M-V with the def2-TZVPD basis set) for a cluster of 2 separate species, C7H18O3P in total.

Each line ends with the natural charge from an NBO analysis.
Geometry (Å):
C 2.09 0.72 -1.05  -0.69
C 1.86 -1.72 -0.37  -0.77
C 0.44 -0.96 -2.39  -0.69
C 0.37 1.17 1.83  -0.34
C -1.40 -1.24 1.75  -0.28
C -1.92 1.05 -0.06  -0.39
C 1.27 -0.61 -1.07  0.32
O 0.34 2.44 1.10  -0.77
O -2.57 -0.77 2.26  -0.68
O -2.88 0.32 -0.79  -0.71
P -0.52 0.03 0.60  0.99
H 1.39 1.54 -1.43  0.23
H 2.90 0.69 -1.77  0.26
H 2.35 0.94 -0.02  0.22
H 1.78 -2.56 -0.99  0.25
H 1.48 -1.78 0.62  0.25
H 2.98 -1.71 -0.23  0.26
H 1.08 -1.32 -3.27  0.27
H -0.48 -1.52 -2.05  0.25
H 0.11 -0.04 -2.73  0.22
H 1.36 0.96 2.00  0.21
H -0.37 1.35 2.66  0.24
H -0.77 -1.61 2.47  0.21
H -1.62 -2.17 1.12  0.20
H -2.49 1.59 0.81  0.22
H -1.35 1.89 -0.48  0.24
H 0.91 3.14 1.46  0.50
H -3.24 -0.62 1.64  0.49
H -3.08 0.82 -1.60  0.50

Values from the calculation:
lowest unoccupied orbital energy: -4.349 eV
frontier orbital gap: 8.945 eV
energy relative to the best compared isomer or geometry (same formula, charge and spin): 65.2 kcal/mol
total charge: +1
multiplicity: 1
HOMO level: -13.3 eV

Density functional theory data (ωB97M-V with the def2-TZVPD basis set) for a cluster of 2 separate species, C7H18O3PS in total.

Each line ends with the natural charge from an NBO analysis.
Geometry (Å):
C -0.86 0.49 -3.11  -0.62
C 2.66 1.12 -0.88  -0.65
C -2.52 -0.90 -0.05  -0.62
C 1.21 -0.90 3.57  -0.65
C 0.06 -0.52 -2.36  -0.74
C 1.36 1.22 -0.12  -0.73
C -1.61 0.31 0.05  -0.72
O -1.21 0.50 2.84  -0.68
O -1.39 -1.84 3.61  -0.65
O 0.50 -1.43 0.23  -1.14
P 0.15 -0.18 -0.50  1.87
S -0.69 -0.58 3.64  2.00
H -0.32 1.44 -3.05  0.21
H -1.07 0.40 -4.18  0.24
H -1.79 0.47 -2.63  0.20
H 3.28 0.18 -1.04  0.24
H 2.51 1.65 -1.75  0.22
H 3.40 1.61 -0.27  0.23
H -2.55 -1.24 -1.14  0.21
H -2.19 -1.75 0.46  0.23
H -3.52 -0.65 0.22  0.23
H 1.67 0.01 3.77  0.26
H 1.54 -1.61 4.22  0.27
H 1.37 -0.96 2.47  0.34
H 1.20 -0.19 -2.66  0.24
H -0.20 -1.57 -2.53  0.26
H 0.98 2.29 -0.29  0.26
H 1.36 1.00 1.00  0.20
H -1.58 0.42 1.11  0.23
H -1.75 1.22 -0.63  0.25

Values from the calculation:
lowest unoccupied orbital energy (alpha / beta): -8.527 / -8.530 eV
frontier orbital gap (alpha / beta): 4.137 / 4.132 eV
energy relative to the best compared isomer or geometry (same formula, charge and spin): 106.5 kcal/mol
total charge: +1
multiplicity: 1
HOMO level (alpha / beta): -12.7 / -12.7 eV

Density functional theory data (ωB97M-V with the def2-TZVPD basis set) for a cluster of 2 separate species, C7H18SSi in total.

Each line ends with the natural charge from an NBO analysis.
Geometry (Å):
C 0.08 2.74 1.25  -0.62
C -1.78 1.72 -0.08  -0.62
C -0.46 -2.82 0.06  -0.62
C -0.35 -1.37 -1.92  -0.61
C 2.22 -0.40 0.62  -1.03
C -0.27 1.74 0.18  -0.65
C -0.78 -1.36 -0.41  -0.71
Si 0.28 -0.13 0.64  1.47
S 3.15 -0.05 -0.93  -0.01
H -0.50 3.67 1.26  0.22
H -0.17 2.29 2.25  0.21
H 1.15 2.81 1.26  0.21
H -2.15 2.26 -0.96  0.22
H -2.38 2.01 0.82  0.22
H -2.04 0.68 -0.31  0.20
H -0.16 -2.79 1.14  0.21
H -1.35 -3.31 0.05  0.21
H 0.22 -3.55 -0.49  0.22
H 0.75 -1.76 -2.03  0.22
H -0.41 -0.44 -2.44  0.21
H -0.97 -2.14 -2.37  0.21
H 2.69 -1.27 1.02  0.25
H 2.56 0.45 1.27  0.24
H 0.31 2.02 -0.71  0.22
H -1.85 -1.27 -0.31  0.24
H 0.04 -0.18 2.70  -0.20
H 2.15 0.43 -1.56  0.09

Values from the calculation:
lowest unoccupied orbital energy: 0.755 eV
frontier orbital gap: 9.777 eV
energy relative to the best compared isomer or geometry (same formula, charge and spin): 44.6 kcal/mol
total charge: 0
multiplicity: 1
HOMO level: -9.0 eV

Density functional theory data (ωB97M-V with the def2-TZVPD basis set) for a structure of composition C7H19BFInN2O4.

Each line ends with the Mulliken charge.
Geometry (Å):
N 3.27 -3.09 -1.79  -0.64
C 2.26 -2.31 -2.50  0.53
O 1.50 -2.87 -3.24  -0.48
C 2.24 -0.83 -2.19  -0.50
C 1.00 -0.12 -2.76  -1.18
In -0.48 0.07 -1.09  1.14
F 0.68 0.61 0.65  -0.84
C -1.26 -1.97 -0.67  -1.09
B -1.66 -2.74 -1.97  0.45
O -1.46 -4.15 -2.02  -0.55
O -2.21 -2.16 -3.07  -0.55
H 4.13 -3.00 -2.33  0.26
H 3.46 -2.63 -0.91  0.30
H 3.15 -0.33 -2.52  0.38
H 2.25 -0.76 -1.09  0.22
H 0.57 -0.70 -3.57  0.37
H 1.23 0.89 -3.09  0.34
H -1.72 1.29 -1.40  -0.37
H -2.08 -1.95 0.05  0.39
H -0.45 -2.55 -0.21  0.27
H -2.09 -4.50 -1.39  0.26
H -2.21 -2.78 -3.80  0.29
C -2.28 3.00 3.93  -1.14
C -1.66 2.35 2.74  0.62
O -2.19 1.88 1.81  -0.34
N -0.15 2.23 2.60  -0.06
C 0.69 3.37 3.05  -0.84
H -3.32 2.71 3.98  0.35
H -1.78 2.67 4.85  0.36
H -2.20 4.09 3.85  0.32
H 0.11 1.37 3.10  0.39
H -0.02 1.98 1.59  0.29
H 0.72 3.39 4.13  0.35
H 0.27 4.29 2.65  0.35
H 1.69 3.23 2.65  0.35

Values from the calculation:
lowest unoccupied orbital energy: -0.639 eV
frontier orbital gap: 6.348 eV
total charge: 0
multiplicity: 1
HOMO level: -7.0 eV

Density functional theory data (ωB97M-V with the def2-TZVPD basis set) for a structure of composition C7H19BrMnNO7P.

Each line ends with the natural charge from an NBO analysis.
Geometry (Å):
Mn 1.35 -0.03 -0.76  1.29
Br 2.46 -1.31 1.33  -0.82
P 1.97 -0.57 -3.30  2.40
O 2.22 -1.27 -1.96  -1.30
O 1.04 0.49 -2.68  -1.28
O 1.58 -1.90 -3.98  -1.20
O 3.50 -0.45 -3.43  -1.20
C 0.52 2.30 1.62  -0.23
O 0.21 1.57 0.46  -0.56
C -1.21 1.28 0.36  -0.08
C -1.49 0.32 -0.89  -0.24
N -0.67 -0.90 -0.82  -0.65
C -1.00 -1.81 0.33  -0.26
C -2.48 -2.35 0.26  -0.09
O -3.36 -1.30 0.78  -0.58
C -3.59 -1.40 2.21  -0.25
H 0.17 3.32 1.46  0.15
H 1.58 2.33 1.86  0.21
H 0.07 1.89 2.52  0.17
H -1.83 2.13 0.10  0.17
H -1.61 0.77 1.24  0.17
H -1.33 0.88 -1.81  0.24
H -2.52 -0.04 -0.96  0.18
H -0.86 -1.43 -1.65  0.40
H -0.76 -1.40 1.31  0.22
H -0.40 -2.71 0.24  0.24
H -2.60 -3.29 0.79  0.16
H -2.94 -2.55 -0.71  0.19
H -4.24 -0.60 2.56  0.18
H -2.61 -1.24 2.65  0.18
H -4.02 -2.36 2.49  0.16
C 4.01 1.89 -0.01  -0.25
O 2.83 1.57 -0.78  -0.73
H 4.92 2.17 -0.54  0.17
H 3.80 2.75 0.63  0.13
H 4.39 1.06 0.58  0.22
H 2.87 2.20 -1.50  0.49

Values from the calculation:
lowest unoccupied orbital energy (alpha / beta): 4.359 / 4.342 eV
frontier orbital gap (alpha / beta): 2.427 / 2.517 eV
energy relative to the best compared isomer or geometry (same formula, charge and spin): 80.6 kcal/mol
total charge: -2
multiplicity: 6
HOMO level (alpha / beta): 1.9 / 1.8 eV

Density functional theory data (ωB97M-V with the def2-TZVPD basis set) for a structure of composition C7H19FeN4O5.

Each line ends with the natural charge from an NBO analysis.
Geometry (Å):
Fe 10.48 0.73 11.09  1.58
C 13.15 -2.25 12.50  -0.63
C 11.70 -1.99 12.08  0.14
C 10.89 -1.62 13.37  -0.66
O 11.53 -1.07 11.08  -0.96
H 13.61 -1.42 13.03  0.19
H 13.76 -2.41 11.61  0.20
H 13.24 -3.15 13.11  0.17
H 11.31 -2.99 11.80  0.08
H 11.46 -0.82 13.85  0.20
H 10.67 -2.41 14.09  0.17
H 9.94 -1.23 12.98  0.20
O 12.08 2.09 11.38  -0.99
C 11.77 3.14 10.50  -0.07
C 10.97 2.82 9.20  -0.08
O 10.00 1.82 9.29  -1.00
H 12.65 3.77 10.27  0.11
H 11.15 3.84 11.11  0.08
H 11.73 2.57 8.44  0.10
H 10.45 3.73 8.86  0.10
C 7.67 -1.36 10.80  0.79
O 8.59 -0.55 10.68  -0.65
N 7.54 -2.49 10.05  -0.85
N 6.78 -1.31 11.84  -0.86
H 8.28 -2.62 9.38  0.42
H 6.72 -3.06 10.04  0.38
H 6.11 -2.05 11.90  0.38
H 6.77 -0.47 12.39  0.41
C 8.34 1.40 13.36  0.78
O 9.44 1.28 12.82  -0.67
N 7.26 1.76 12.63  -0.86
N 8.16 1.33 14.70  -0.84
H 7.34 2.03 11.66  0.44
H 6.39 2.00 13.06  0.37
H 7.23 1.39 15.08  0.38
H 8.95 0.97 15.21  0.42

Values from the calculation:
lowest unoccupied orbital energy (alpha / beta): 2.246 / 2.245 eV
frontier orbital gap (alpha / beta): 4.914 / 4.561 eV
energy relative to the best compared isomer or geometry (same formula, charge and spin): 3.4 kcal/mol
total charge: -1
multiplicity: 5
HOMO level (alpha / beta): -2.7 / -2.3 eV

Short version: largest force on an atom = 5.07, 4.07, 3.39, 1.47, 7.54, 2.52 eV/Å, in the order given.